Record 1
Density functional theory data (wB97M-V/def2-TZVPD) for C7H13Cl9O as an isolated structure.

Last column: Mulliken charge in e.
Element x y z (Å)
C 1.417 -0.479 0.530  0.83
Cl 1.770 0.948 -0.534  -0.23
Cl -0.303 -0.892 0.693  -0.18
Cl 2.312 -0.497 2.070  -0.13
H 1.906 -1.352 0.097  -0.51
C 3.641 2.243 -0.388  0.21
Cl 2.653 2.896 0.908  -0.13
Cl 5.010 1.373 0.301  -0.12
Cl 4.353 3.551 -1.386  -0.18
H 3.043 1.590 -1.023  0.21
C 2.393 -3.555 -0.953  0.00
Cl 1.804 -4.151 0.550  -0.08
Cl 1.408 -2.069 -1.250  -0.10
Cl 2.219 -4.852 -2.220  -0.14
H 3.446 -3.281 -0.894  0.35
C -1.537 2.505 1.217  -1.41
C -1.504 0.936 1.010  0.65
O -2.682 0.729 0.334  -0.34
C -2.803 -0.559 -0.217  -0.17
C -4.059 -0.703 -1.074  -1.39
H -0.591 2.815 1.661  0.36
H -1.638 3.070 0.290  0.33
H -2.311 2.803 1.925  0.37
H -0.587 0.697 0.472  -0.27
H -1.341 0.460 1.976  0.33
H -2.048 -0.907 -0.922  0.29
H -2.878 -1.221 0.645  0.39
H -4.921 -0.227 -0.606  0.34
H -4.234 -1.767 -1.235  0.37
H -3.939 -0.105 -1.977  0.33

Computed properties:
Largest force on an atom in eV/Å: 9.73
Energy relative to the best compared isomer or geometry (same formula, charge and spin) in kcal/mol: 209.0
LUMO in eV: -0.02
Kohn-Sham gap in eV: 8.78

Record 2
Density functional theory data (wB97M-V/def2-TZVPD) for the molecule C2H4N2S2.

Last column: Mulliken charge in e.
Element x y z (Å)
N -1.045 1.954 -0.658  -0.50
C -0.418 1.196 0.046  0.41
C 0.494 0.308 0.365  0.05
N 1.130 -0.077 1.484  -0.50
S 0.822 -0.476 -1.277  -0.09
S -0.877 -1.569 -1.554  -0.21
H -2.017 1.863 -1.049  0.30
H 1.661 0.636 1.781  0.19
H 1.202 -1.080 1.841  0.23
H -0.952 -2.754 -0.978  0.12

Computed properties:
Largest force on an atom in eV/Å: 4.26
Energy relative to the best compared isomer or geometry (same formula, charge and spin) in kcal/mol: 73.6
LUMO in eV: 0.45
Kohn-Sham gap in eV: 8.62
SMILES string: N=C=C(N)SS

Record 3
Density functional theory data (wB97M-V/def2-TZVPD) for the molecule C5H9FS.

Last column: Mulliken charge in e.
Element x y z (Å)
C -1.704 -1.868 1.713  -1.06
C -0.762 -0.713 1.645  -0.07
C -0.293 -0.241 0.522  0.35
F -0.450 -0.918 -0.678  -0.29
C 0.596 1.005 0.266  -0.45
C 1.947 0.933 -0.668  -0.84
S 3.259 2.378 -0.949  -0.19
H -1.283 -2.842 2.114  0.26
H -2.225 -2.148 0.709  0.25
H -2.540 -1.771 2.369  0.36
H -0.756 -0.089 2.551  0.27
H 0.872 1.397 1.290  0.27
H -0.137 1.760 -0.279  0.28
H 2.477 0.242 -0.117  0.38
H 1.675 0.626 -1.673  0.40
H 2.406 3.310 -0.899  0.10

Computed properties:
Largest force on an atom in eV/Å: 3.82
Energy relative to the best compared isomer or geometry (same formula, charge and spin) in kcal/mol: 50.4
LUMO in eV: 0.85
Kohn-Sham gap in eV: 10.17
SMILES string: C/C=C(\F)CCS

Record 4
Density functional theory data (wB97M-V/def2-TZVPD) for the molecule C4H10N2O2.

Last column: Mulliken charge in e.
Element x y z (Å)
C -1.876 -1.721 0.410  -0.73
C -0.802 -1.085 0.880  0.05
O 0.470 -1.367 0.374  -0.35
C 1.323 -0.227 0.368  -0.21
O 2.536 -0.595 -0.258  -0.53
N 0.755 0.864 -0.441  0.13
C -0.024 1.875 0.257  -0.94
N 0.192 0.493 -1.739  -0.72
H -2.832 -1.659 0.917  0.26
H -1.797 -2.381 -0.448  0.26
H -0.815 -0.477 1.774  0.37
H 1.578 0.100 1.383  0.41
H 2.375 -0.304 -1.174  0.45
H -1.085 1.615 0.321  0.35
H 0.357 2.046 1.269  0.34
H 0.043 2.826 -0.282  0.30
H -0.832 0.486 -1.686  0.27
H 0.434 -0.490 -1.924  0.31

Computed properties:
Largest force on an atom in eV/Å: 1.63
Energy relative to the best compared isomer or geometry (same formula, charge and spin) in kcal/mol: 94.8
LUMO in eV: 0.91
Kohn-Sham gap in eV: 9.29
SMILES string: C=CO[C@@H](O)N(C)N

Record 5
Density functional theory data (wB97M-V/def2-TZVPD) for C10H6F5FeN2O3S as an isolated structure.

Last column: Mulliken charge in e.
Element x y z (Å)
Fe 1.347 0.419 -0.885  0.43
N 0.724 2.494 -0.707  -0.46
C 0.184 2.657 0.668  -0.34
C 1.101 1.934 1.654  0.54
O 1.391 2.397 2.733  -0.59
N 1.520 0.728 1.138  -0.04
C 2.603 0.077 1.688  -0.54
C 3.825 0.207 0.505  0.76
O 4.931 0.147 0.949  -0.51
O 3.347 0.320 -0.662  -0.64
H 1.540 3.093 -0.814  0.28
H 0.044 2.812 -1.391  0.27
H -0.803 2.193 0.700  0.18
H 0.092 3.702 0.957  0.38
H 2.507 -1.011 1.671  0.30
H 2.986 0.469 2.626  0.37
F -5.035 -1.958 -0.721  -0.29
C -3.707 -1.921 -0.810  0.70
C -3.054 -0.727 -1.054  -0.17
F -3.744 0.407 -1.203  -0.30
C -1.676 -0.720 -1.139  0.52
F -1.080 0.483 -1.386  -0.26
C -0.885 -1.847 -0.990  -0.03
S 0.866 -1.839 -1.104  -0.36
C -1.579 -3.033 -0.747  0.34
F -0.909 -4.174 -0.592  -0.32
C -2.959 -3.078 -0.658  0.07
F -3.577 -4.234 -0.423  -0.28

Computed properties:
Largest force on an atom in eV/Å: 0.61
LUMO (spin up / spin down) in eV: -0.36 / -2.82
Expectation value of S²: 8.7702
Spin multiplicity: 6
Kohn-Sham gap (spin up / spin down) in eV: 8.13 / 5.77

Record 6
Density functional theory data (wB97M-V/def2-TZVPD) for C10H25CdN3O2S2 as an isolated structure.

Last column: Mulliken charge in e.
Element x y z (Å)
Cd 1.171 -0.016 -0.275  1.61
S -0.500 2.223 -0.351  -0.08
S -0.394 -2.322 -0.219  -0.09
C -2.314 2.070 -0.183  -0.74
C -0.478 2.332 -2.188  -0.78
C -0.996 1.092 -2.898  -0.76
N -0.217 -0.119 -2.470  -0.26
C -0.936 -1.387 -2.824  -0.75
C -0.365 -2.561 -2.045  -0.78
H 0.591 2.478 -2.471  0.31
H -1.084 3.222 -2.454  0.46
H -0.817 1.190 -3.974  0.43
H -2.079 0.971 -2.739  0.42
H -0.751 -1.546 -3.896  0.42
H -2.028 -1.313 -2.676  0.41
H 0.705 -2.683 -2.319  0.32
H -0.934 -3.489 -2.244  0.46
C -2.215 -2.281 -0.066  -0.75
H 0.640 -0.118 -3.076  0.37
H -2.734 -1.486 -0.638  0.16
H -2.394 -2.109 1.014  0.33
H -2.593 -3.280 -0.352  0.41
H -2.480 1.946 0.906  0.32
H -2.785 1.215 -0.707  0.15
H -2.757 3.026 -0.520  0.41
C 4.115 0.107 -1.331  -0.62
C 4.093 0.161 0.013  -0.63
H 4.016 1.015 -1.951  0.34
H 4.081 -0.848 -1.883  0.35
H 4.016 1.116 0.547  0.33
H 4.076 -0.746 0.631  0.37
C -0.618 0.271 5.235  -0.83
O -1.236 0.145 3.885  -0.33
C -0.419 0.106 2.832  0.39
O -0.800 0.039 1.640  -0.52
N 0.906 0.172 3.136  -0.14
N 1.814 0.098 2.012  -0.59
H 0.052 -0.580 5.387  0.37
H -1.465 0.294 5.940  0.25
H -0.008 1.179 5.250  0.38
H 1.248 0.204 4.114  0.22
H 2.443 0.942 2.062  0.32
H 2.427 -0.730 2.146  0.34

Computed properties:
Largest force on an atom in eV/Å: 2.74
Energy relative to the best compared isomer or geometry (same formula, charge and spin) in kcal/mol: 0.0
LUMO in eV: -7.35
Kohn-Sham gap in eV: 7.96
Net charge: +2